(1)
Here is 2 unconnected molecules or ions with the total composition C30H42F3O6S in a non-equilibrium geometry from the OMol25 dataset. Energies are from the ωB97M-V functional and the def2-TZVPD basis.

Geometry as ORCA input:
```
! RIJCOSX wB97M-V def2-TZVPD def2/J DEFGRID3
* xyz -1 1
C 6.8657 3.0849 -0.5585
C 5.7000 2.8407 -1.1382
C 5.1465 1.4607 -1.3541
C 3.6638 1.4365 -1.0739
C 3.1551 1.3784 0.1670
C 3.9188 1.2807 1.4450
C 3.5382 -0.0227 2.1643
C 3.9232 -1.2733 1.3546
C 2.7416 -2.1948 1.0785
C 3.0333 -3.3075 0.0603
C 3.4429 -4.6379 0.6828
C 4.8928 -4.6528 1.2103
C 1.6636 1.3998 0.3209
O 1.1073 1.8476 1.2795
C 0.9027 0.7919 -0.7897
C -0.3150 0.1796 -0.5362
C -1.0153 -0.4068 -1.5901
O -2.1972 -1.0437 -1.2929
C -3.2608 -0.1550 -0.9061
C -3.9696 -0.6278 0.3554
C -2.9826 -1.1114 1.4314
C -4.8294 0.4812 0.9456
C -6.1357 0.8286 0.2028
C -6.8503 -0.3746 -0.4334
C -7.0926 1.4793 1.2115
C -0.5126 -0.3903 -2.9021
C -1.1510 -1.0367 -4.1174
C -2.6721 -1.1067 -4.1900
C 0.7301 0.2451 -3.1148
C 1.4401 0.8359 -2.0689
C 2.7529 1.4933 -2.2439
O 3.0737 2.0502 -3.2652
H 7.4951 2.2682 -0.2377
H 7.1751 4.1061 -0.4010
H 5.0867 3.6550 -1.4982
H 5.2923 1.1835 -2.3982
H 5.6467 0.7467 -0.7074
H 3.6794 2.1238 2.0894
H 4.9938 1.2787 1.2866
H 4.0500 -0.0627 3.1249
H 2.4741 -0.0318 2.3826
H 4.4277 -1.0195 0.4225
H 4.6488 -1.8492 1.9322
H 2.4016 -2.6720 1.9986
H 1.8979 -1.6066 0.7153
H 3.7962 -3.0131 -0.6619
H 2.1179 -3.4823 -0.5071
H 2.7450 -4.9414 1.4611
H 3.3672 -5.4073 -0.0879
H 4.9045 -4.3908 2.2648
H 5.3470 -5.6292 1.0765
H 5.4673 -3.9223 0.6473
H -0.6844 0.1730 0.4783
H -2.8726 0.8503 -0.7299
H -3.9583 -0.0863 -1.7424
H -4.5548 -1.5075 0.0776
H -2.2038 -1.7429 1.0210
H -3.5545 -1.6291 2.1993
H -2.5562 -0.2338 1.9204
H -4.2287 1.3886 0.9898
H -5.0586 0.2332 1.9823
H -5.9240 1.5962 -0.5419
H -6.6579 -1.2579 0.1712
H -6.5190 -0.5444 -1.4545
H -7.9258 -0.2130 -0.4091
H -6.5674 2.1025 1.9319
H -7.8417 2.0811 0.6965
H -7.6418 0.7155 1.7643
H -0.7173 -2.0230 -4.2799
H -0.8205 -0.4397 -4.9681
H -3.1434 -0.1442 -4.0266
H -3.0403 -1.7991 -3.4390
H -2.9547 -1.5332 -5.1503
H 1.1583 0.2883 -4.1077
C -1.9014 3.0291 3.5854
F -0.6337 2.5921 3.5872
F -2.6509 2.0740 4.1704
F -1.9512 4.1130 4.3797
S -2.4996 3.4098 1.8839
O -2.3703 2.1283 1.2109
O -1.5875 4.4346 1.4353
O -3.8601 3.8384 2.1274
*
```

LUMO level, eV: 1.6
E_HOMO, eV: -6.12
Orbital gap, eV: 7.73
DFT total energy, hartree: -2317.6422

These are the Löwdin partial charges, in e, on atoms 1 to 2: C 0.00; C -0.17

=====

(2)
Here is C11H12BNO4S in the gas phase in a non-equilibrium geometry from the OMol25 dataset. Energies are from the ωB97M-V functional and the def2-TZVPD basis.

Geometry as ORCA input:
```
! RIJCOSX wB97M-V def2-TZVPD def2/J DEFGRID3
* xyz 0 1
O 1.9678 -2.0995 1.9321
C 0.8665 -2.0696 1.4284
O 0.2369 -0.8878 1.3226
C 0.2218 -3.3231 0.9514
N -1.0625 -3.1325 0.4042
C -1.1944 -2.7201 -0.9876
C -0.6787 -1.3590 -1.2335
C 0.3890 -1.1323 -2.0694
C 0.9879 0.0893 -2.1869
C 0.5377 1.1696 -1.4697
S 1.0582 2.7833 -1.3045
C 0.0463 3.0087 0.0861
B 0.2503 4.2264 1.0264
O 1.6035 4.6527 1.2725
O -0.7223 4.9989 1.5998
C -0.8275 1.9924 0.2175
C -0.6458 0.9780 -0.7733
C -1.2757 -0.2395 -0.6347
H 0.7876 -0.2425 1.7871
H 0.9483 -3.8077 0.1883
H 0.0939 -4.0243 1.8037
H -1.5129 -2.3695 0.9172
H -2.2966 -2.7065 -1.2311
H -0.6845 -3.4401 -1.7086
H 0.6140 -2.0148 -2.6560
H 1.8599 0.1927 -2.8451
H 2.4227 4.3107 0.9038
H -0.3550 5.6182 2.2291
H -1.4165 1.9518 1.1016
H -2.2199 -0.4040 -0.0716
*
```

LUMO level, eV: 0.3
E_HOMO, eV: -8.31
Structure (SMILES): O=C(O)CNCc1ccc2sc(B(O)O)cc2c1
Orbital gap, eV: 8.65
DFT total energy, hartree: -1205.2140

These are the Löwdin partial charges, in e, on atoms 1 to 2: O 0.09; C -0.50